ORCA calculation (wB97M-V/def2-TZVPD) on C22H38Br2ClF3LiN2O4 as an isolated structure at a distorted geometry.

```
73
Properties=species:S:1:pos:R:3
C -3.700 0.620 -1.764
C -3.415 0.165 -0.701
N -2.998 -0.273 0.577
C -1.508 -0.019 0.623
C -0.801 -0.521 1.873
C -0.914 0.405 3.112
C -1.566 -0.273 4.325
C -0.579 -1.086 5.157
N -1.329 -2.070 5.961
C -3.831 0.487 1.583
C -3.775 2.014 1.418
C -3.897 2.748 2.776
C -2.931 3.921 2.773
O -2.975 4.772 1.934
O -1.992 3.944 3.772
C -3.248 -1.767 0.652
C -4.485 -2.259 -0.065
F -3.334 -2.166 1.950
H -3.718 1.032 -2.749
H -1.247 1.023 0.462
H -1.093 -0.569 -0.230
H 0.255 -0.538 1.596
H -1.042 -1.559 2.117
H -1.517 1.272 2.829
H 0.069 0.795 3.382
H -2.052 0.486 4.950
H -2.366 -0.946 3.996
H -0.003 -0.402 5.788
H 0.094 -1.623 4.483
H -2.207 -1.647 6.236
H -0.806 -2.292 6.799
H -3.591 0.198 2.601
H -4.866 0.185 1.421
H -2.871 2.362 0.918
H -4.594 2.301 0.762
H -4.912 3.098 2.950
H -3.605 2.092 3.599
H -1.115 3.803 3.391
H -2.313 -2.208 0.205
H -5.382 -1.709 0.221
H -4.644 -3.280 0.294
H -4.362 -2.322 -1.144
Br 0.956 1.948 -0.097
C 2.158 0.620 -0.882
C 1.599 0.094 -2.166
Br 0.124 -1.152 -1.811
H 2.289 -0.166 -0.144
H 3.104 1.135 -1.034
H 2.358 -0.485 -2.696
H 1.214 0.867 -2.822
C 4.707 -2.576 0.871
O 3.554 -1.799 1.196
H 5.444 -1.908 0.434
H 5.129 -3.036 1.770
H 4.456 -3.351 0.145
H 2.900 -2.390 1.577
F 1.999 1.689 -4.907
C 3.321 1.527 -5.207
C 4.258 1.920 -4.277
C 5.607 1.748 -4.580
C 5.986 1.212 -5.795
C 5.021 0.835 -6.729
C 3.676 0.979 -6.421
H 3.938 2.352 -3.335
H 6.360 2.044 -3.859
H 7.034 1.091 -6.031
H 5.314 0.413 -7.673
H 2.908 0.676 -7.120
F 0.619 -3.587 -2.453
O 3.049 -3.940 -3.590
H 2.156 -3.755 -3.923
Li -1.821 -4.028 -0.734
Cl 5.750 2.828 -8.537
```

Calculated values
Gap between HOMO and LUMO = 2.54 eV
E_tot = -195554.9567 eV
Molecular weight = 653.75 Da
Total charge = -1
E_HOMO = -0.100 hartree

=====

ORCA calculation (wB97M-V/def2-TZVPD) on a 5-piece molecular cluster, C22H38F9INO20PS5 overall at a distorted geometry.

```
97
Properties=species:S:1:pos:R:3
C -0.683 -4.770 -1.730
C -1.984 -4.932 -0.714
O -2.513 -3.580 -0.475
C -3.459 -3.177 -1.568
C -4.179 -1.798 -1.049
O -4.385 -0.771 -2.080
C -3.321 0.240 -2.097
C -3.472 1.635 -1.255
C -4.340 1.536 0.129
C -3.465 1.942 1.495
C -3.141 0.622 2.450
C -1.676 0.907 3.170
F -0.551 1.032 2.168
F -1.807 2.313 3.718
C -1.336 -0.028 4.453
F 0.024 0.399 4.952
F -2.273 0.263 5.601
S -1.318 -1.864 4.212
F 0.408 -1.819 4.355
F -1.429 -2.038 5.947
F -3.020 -2.030 4.164
F -1.134 -1.808 2.517
F -1.204 -3.573 4.112
C -1.744 -0.200 -2.064
C -1.025 0.340 -3.474
P 0.815 0.843 -3.325
O 0.975 2.042 -2.056
I 2.074 -1.140 -2.452
C -2.138 1.464 -3.959
O -1.975 2.644 -4.571
N -3.432 0.757 -3.548
H -1.033 -4.814 -2.862
H -0.231 -3.687 -1.528
H 0.108 -5.627 -1.495
H -2.792 -5.632 -1.191
H -1.589 -5.342 0.334
H -2.855 -2.925 -2.554
H -4.188 -4.056 -1.824
H -3.651 -1.355 -0.082
H -5.268 -2.115 -0.678
H -3.877 2.523 -1.914
H -2.366 1.951 -0.934
H -5.178 2.382 0.057
H -4.917 0.531 0.292
H -2.454 2.488 1.187
H -4.092 2.768 2.087
H -3.034 -0.290 1.717
H -3.994 0.393 3.231
H -1.437 -1.329 -2.088
H -1.022 0.267 -1.267
H -1.196 -0.528 -4.274
H 1.861 2.509 -2.216
H -3.543 -0.100 -4.134
O 3.570 3.183 -2.610
S 4.589 2.449 -1.894
O 4.473 2.099 -0.497
O 6.015 3.205 -2.122
C 6.941 2.302 -2.725
C 6.091 1.326 -3.533
O 4.930 1.096 -2.738
H 7.483 1.786 -1.926
H 7.652 2.847 -3.352
H 6.612 0.387 -3.734
H 5.769 1.773 -4.479
O 3.380 4.755 8.266
S 1.948 4.765 8.067
O 1.071 5.719 8.707
O 1.383 3.264 8.359
C 0.721 2.771 7.195
C 1.398 3.464 6.016
O 1.657 4.793 6.463
H -0.336 3.048 7.262
H 0.808 1.682 7.140
H 0.771 3.473 5.122
H 2.359 2.994 5.781
O 6.489 4.779 -2.949
S 7.657 5.563 -3.284
O 9.006 5.110 -3.038
O 7.479 7.045 -2.629
C 7.528 8.030 -3.660
C 7.013 7.331 -4.915
O 7.539 6.008 -4.849
H 8.570 8.343 -3.782
H 6.918 8.896 -3.389
H 7.338 7.829 -5.832
H 5.921 7.261 -4.907
O -4.121 -7.305 -1.706
S -3.456 -8.453 -1.130
O -2.068 -8.765 -1.378
O -4.351 -9.775 -1.457
C -4.732 -10.406 -0.235
C -4.790 -9.287 0.800
O -3.699 -8.426 0.482
H -3.962 -11.141 0.022
H -5.694 -10.913 -0.351
H -4.701 -9.661 1.823
H -5.715 -8.709 0.704
```

Calculated values
Gap between HOMO and LUMO = 5.91 eV
E_tot = -161875.5002 eV
Molecular weight = 1125.73 Da
Total charge = 0
SMILES = CCOCCO[C@@]1(CCCCC(F)(F)C(F)(F)S(F)(F)(F)(F)F)C[C@H](P(O)I)C(=O)N1.O=S1(=O)OCCO1.O=S1(=O)OCCO1.O=S1(=O)OCCO1.O=S1(=O)OCCO1
E_HOMO = -0.308 hartree

=====

ORCA calculation (wB97M-V/def2-TZVPD) on C22H38IN10O3STb as an isolated structure.

```
76
Properties=species:S:1:pos:R:3
Tb 10.809 11.301 9.220
N 9.172 13.212 12.797
C 9.393 12.325 11.825
O 9.694 12.734 10.679
C 9.217 10.860 12.109
C 10.021 10.022 11.096
H 9.179 14.200 12.577
H 8.949 12.932 13.737
H 8.145 10.670 11.954
H 9.437 10.638 13.163
H 9.495 9.096 10.895
H 10.966 9.707 11.555
O 12.228 11.767 7.226
C 12.301 12.946 7.613
O 12.207 13.313 8.806
C 12.382 14.062 6.565
N 12.337 15.383 7.310
C 13.671 16.060 7.078
C 14.600 14.922 6.668
C 13.700 14.037 5.797
H 11.500 13.972 5.933
H 12.191 15.039 8.261
H 11.555 15.973 7.045
H 13.993 16.610 7.957
H 13.535 16.733 6.240
H 14.941 14.367 7.550
H 15.481 15.283 6.122
H 14.046 13.013 5.692
H 13.572 14.440 4.795
C 8.971 17.063 6.444
C 8.653 16.160 7.643
C 8.740 14.711 7.332
N 9.444 13.869 7.994
N 9.365 12.584 7.557
C 8.651 12.454 6.452
N 8.515 11.322 5.743
S 7.910 13.953 6.007
H 8.977 18.109 6.747
H 8.217 16.940 5.666
H 9.947 16.825 6.000
H 7.658 16.398 8.031
H 9.356 16.336 8.460
H 9.014 10.506 6.069
H 7.860 11.238 4.983
C 6.347 7.544 8.395
C 6.393 9.051 8.480
N 7.783 9.506 8.330
C 8.781 8.833 7.696
N 10.001 9.368 7.717
C 11.049 8.539 7.068
C 10.523 7.863 5.806
C 9.347 6.973 6.157
N 8.428 7.701 7.041
C 7.077 7.113 7.138
H 5.327 7.160 8.410
H 6.853 7.132 9.278
H 5.997 9.396 9.436
H 5.772 9.503 7.705
H 8.103 10.120 9.072
H 11.379 7.777 7.783
H 11.881 9.181 6.806
H 11.305 7.291 5.332
H 10.211 8.629 5.106
H 9.680 6.056 6.648
H 8.791 6.694 5.257
H 7.186 6.037 7.140
H 6.506 7.393 6.246
I 14.591 12.502 14.448
C 14.187 11.725 12.578
C 15.016 11.035 11.732
N 14.306 10.743 10.632
N 13.046 11.186 10.700
C 12.964 11.790 11.888
H 16.039 10.726 11.853
H 14.609 10.205 9.832
H 12.054 12.265 12.223
```

Calculated values
Gap between HOMO and LUMO (spin up / spin down) = 8.04 / 8.85 eV
E_tot = -85834.3465 eV
Molecular weight = 808.51 Da
Total charge = +2
E_HOMO (spin up / spin down) = -0.473 / -0.478 hartree
Multiplicity = 7